1.
Molecular formula: C2H4BrO2P
Method: DFT, ωB97M-V with the def2-TZVPD basis set

CARTESIAN COORDINATES (ANGSTROEM)
O (1.558, -1.971, 1.056)
C (0.544, -1.379, 0.817)
C (0.089, -0.767, -0.539)
O (-0.582, 0.527, -0.535)
P (-0.160, 1.769, 0.360)
Br (0.209, 3.178, -1.292)
H (-0.291, -1.343, 1.633)
H (0.950, -0.764, -1.214)
H (-0.741, -1.415, -0.807)
H (-1.575, 2.166, 0.521)

Summary:
LUMO, eV: 0.24
ΔE to the lowest compared entry with this formula, charge and spin, kcal per mole: 30.8
Energy, eV: -85564.4678
Frontier orbital gap, eV: 9.846
SMILES: O=CCOPBr

---

2.
Molecular formula: C4H11N3O2
Method: DFT, ωB97M-V with the def2-TZVPD basis set

CARTESIAN COORDINATES (ANGSTROEM)
C (-0.516, -0.676, 3.228)
C (-1.087, -0.953, 1.911)
O (-0.667, -1.579, 0.929)
O (-2.181, -0.192, 1.700)
H (-0.662, 0.399, 3.663)
H (0.550, -0.624, 2.864)
H (-0.638, -1.505, 3.857)
C (-0.405, -0.588, -2.533)
C (0.722, 0.863, -1.182)
N (0.661, 1.808, -0.140)
N (-0.443, 0.243, -1.358)
N (1.937, 0.832, -1.925)
H (0.069, 1.571, 0.707)
H (1.589, 1.998, 0.181)
H (-2.724, -0.400, 0.764)
H (2.007, 0.120, -2.634)
H (2.968, 0.964, -1.563)
H (0.430, -1.254, -2.386)
H (-0.237, 0.003, -3.389)
H (-1.373, -1.029, -2.692)

Summary:
LUMO (alpha / beta), eV: -3.52 / -7.68
ΔE to the lowest compared entry with this formula, charge and spin, kcal per mole: 63.7
2S+1: 2
Energy, eV: -12882.3307
Total charge: +1
Frontier orbital gap (alpha / beta), eV: 10.139 / 5.958

---

3.
Molecular formula: C29H44F6N2O24S2
Method: DFT, ωB97M-V with the def2-TZVPD basis set

CARTESIAN COORDINATES (ANGSTROEM)
O (-2.229, -1.782, -3.014)
H (-2.491, -2.705, -2.978)
H (-1.847, -1.489, -2.184)
H (-1.650, -1.688, -3.774)
C (1.614, -2.095, -0.539)
F (1.230, -1.938, -1.768)
F (1.149, -3.171, 0.074)
F (2.929, -2.161, -0.543)
S (1.106, -0.413, 0.488)
O (0.980, -0.693, 1.954)
O (2.033, 0.689, 0.106)
N (-0.456, -0.217, -0.226)
S (-1.049, 0.912, 0.606)
O (-1.761, 0.459, 1.775)
O (-0.284, 2.197, 0.719)
C (-2.380, 1.464, -0.652)
F (-3.329, 0.533, -0.680)
F (-2.856, 2.649, -0.258)
F (-1.773, 1.712, -1.810)
C (-2.425, -5.886, -1.522)
O (-2.241, -5.268, -2.750)
C (-3.052, -5.618, -3.987)
C (-2.070, -5.573, -5.251)
N (-1.825, -4.192, -5.751)
C (-0.416, -4.042, -6.192)
C (-0.279, -2.571, -6.780)
O (-0.170, -1.610, -5.727)
C (-0.613, -0.378, -6.122)
H (-3.406, -5.736, -1.073)
H (-1.761, -5.696, -0.679)
H (-2.407, -6.970, -1.643)
H (-3.867, -4.949, -4.263)
H (-3.390, -6.647, -3.863)
H (-2.331, -6.293, -6.027)
H (-1.080, -5.862, -4.900)
H (-2.265, -4.046, -6.649)
H (-0.099, -4.831, -6.874)
H (0.350, -3.978, -5.419)
H (-1.126, -2.330, -7.422)
H (0.678, -2.506, -7.297)
H (-0.490, -0.121, -7.174)
H (-0.071, 0.406, -5.593)
H (-1.629, -0.195, -5.770)
C (2.679, 5.932, -2.189)
C (3.015, 6.174, -3.540)
C (3.621, 7.348, -3.946)
C (3.999, 8.294, -2.961)
C (3.619, 8.064, -1.649)
C (2.983, 6.891, -1.218)
O (2.562, 6.664, 0.102)
O (3.845, 7.692, -5.318)
H (2.379, 4.920, -1.963)
H (2.789, 5.377, -4.233)
H (4.553, 9.150, -3.318)
H (3.749, 8.961, -1.063)
H (2.651, 5.773, 0.447)
H (4.394, 8.452, -5.524)
C (5.936, -0.719, 4.611)
C (6.156, -2.261, 4.418)
O (6.946, -2.167, 3.222)
C (7.326, -1.057, 2.908)
O (7.978, -0.705, 1.956)
O (6.703, -0.169, 3.700)
H (6.318, -0.536, 5.615)
H (4.892, -0.427, 4.503)
H (5.210, -2.778, 4.259)
H (6.766, -2.575, 5.265)
C (1.062, 0.775, 7.197)
C (-0.214, 1.133, 6.439)
O (0.230, 2.202, 5.649)
C (1.447, 2.501, 5.900)
O (2.074, 3.497, 5.487)
O (1.919, 1.872, 6.967)
H (1.387, -0.163, 6.746)
H (0.803, 0.670, 8.250)
H (-0.923, 1.456, 7.201)
H (-0.659, 0.396, 5.770)
C (1.543, -8.034, 4.750)
C (2.396, -6.987, 4.061)
O (2.524, -5.976, 5.041)
C (1.363, -5.929, 5.657)
O (0.931, -4.880, 6.149)
O (0.860, -7.270, 5.703)
H (2.291, -8.692, 5.193)
H (0.829, -8.520, 4.085)
H (1.915, -6.486, 3.220)
H (3.372, -7.441, 3.892)
C (-1.607, 9.079, -2.462)
C (-1.918, 8.058, -1.418)
O (-3.360, 8.180, -1.310)
C (-3.695, 9.328, -1.890)
O (-4.883, 9.718, -2.063)
O (-2.698, 9.974, -2.482)
H (-1.365, 8.726, -3.465)
H (-0.642, 9.539, -2.252)
H (-1.466, 8.193, -0.435)
H (-1.754, 7.112, -1.935)
C (-6.556, -2.103, 2.431)
C (-7.179, -0.849, 3.125)
O (-6.805, -1.029, 4.414)
C (-5.858, -1.819, 4.629)
O (-5.322, -2.157, 5.719)
O (-5.579, -2.404, 3.429)
H (-6.052, -1.862, 1.495)
H (-7.351, -2.836, 2.292)
H (-8.268, -0.815, 3.152)
H (-6.812, 0.172, 3.021)

Summary:
LUMO, eV: -1.20
Energy, eV: -120869.7177
Frontier orbital gap, eV: 6.898